Run one
This record from OMol25 describes one molecule with the formula C3H2FIN2. The level of theory is the ωB97M-V functional and the def2-TZVPD basis.

Values from the calculation:
**Total charge**: 0
**LUMO**: 0.296 eV
**Kohn-Sham gap**: 8.336 eV
**HOMO**: -8.04 eV

Atoms and positions in Å:
I: 2.32 0.94 -1.55
F: 3.05 -1.54 -0.33
N: -0.54 0.52 0.08
N: -0.16 -0.38 0.81
C: 1.00 -1.03 0.57
C: 1.99 -0.71 -0.27
C: -0.83 1.50 -0.49
H: 1.13 -1.93 1.16
H: -1.44 2.01 -1.17



Run two
This record from OMol25 describes a 2-piece molecular cluster, C3H2FIN2 overall. The level of theory is the ωB97M-V functional and the def2-TZVPD basis.

Values from the calculation:
**Total charge**: 0
**LUMO (spin up / spin down)**: -0.125 / -0.125 eV
**Kohn-Sham gap (spin up / spin down)**: 8.173 / 8.173 eV
**HOMO (spin up / spin down)**: -8.30 / -8.30 eV

Atoms and positions in Å:
I: 3.88 -0.33 0.46
F: -0.44 2.89 -1.50
N: 1.50 -1.03 -1.36
N: 0.64 -1.28 -2.20
C: 0.62 3.06 -0.79
C: 2.33 -0.46 -0.79
C: 1.53 3.13 -0.03
H: 2.43 3.34 0.49
H: -0.33 -1.49 -1.91



Most stable: run one (next structure +52.2 kcal/mol)